1.
Formula: C5H8N2
Source: the OMol25 dataset
Level of theory: ωB97M-V/def2-TZVPD

Calculated values
Total energy   -8289.6879 eV
Net charge   0
Frontier orbital gap   5.732 eV
Highest occupied orbital energy   -0.3122 Ha

Each line ends with the Mulliken charge.
Positions of all 15 atoms, in Å:
C (2.01, -0.80, 0.17)  -1.05
C (1.20, 0.46, 0.47)  -0.54
C (-0.12, 0.37, -0.34)  0.73
C (-1.24, 0.22, 0.44)  -0.46
N (-3.60, 0.47, 0.75)  -0.44
C (-2.68, 0.11, 0.01)  -0.02
N (0.07, 0.26, -1.63)  -0.61
H (1.43, -1.72, 0.42)  0.27
H (2.98, -0.88, 0.68)  0.33
H (2.13, -0.72, -0.96)  0.30
H (1.07, 0.68, 1.54)  0.34
H (1.77, 1.28, 0.08)  0.30
H (-1.34, 0.34, 1.51)  0.29
H (-2.82, -0.35, -0.99)  0.32
H (-0.83, 0.28, -2.13)  0.23

---

2.
Formula: C5H10NO
Source: the OMol25 dataset
Level of theory: ωB97M-V/def2-TZVPD

Calculated values
Total energy   -8876.8074 eV
Net charge   +1
Frontier orbital gap   10.976 eV
Structure (SMILES)   C=C([NH3+])CCC=O
Highest occupied orbital energy   -0.5289 Ha

Each line ends with the Mulliken charge.
Positions of all 17 atoms, in Å:
C (1.71, 1.41, -0.71)  -1.07
C (0.87, 0.47, -0.29)  0.44
N (0.70, -0.71, -1.22)  -0.20
C (0.14, 0.46, 1.05)  -0.39
C (-0.93, -0.66, 1.16)  -1.13
C (-2.08, -0.44, 0.18)  0.21
O (-1.92, -0.21, -0.99)  -0.48
H (2.03, 1.42, -1.75)  0.31
H (2.05, 2.23, -0.10)  0.31
H (-0.06, -0.54, -1.88)  0.39
H (0.33, -1.40, -0.57)  0.30
H (1.52, -1.04, -1.71)  0.40
H (-0.35, 1.42, 1.16)  0.38
H (0.94, 0.20, 1.76)  0.33
H (-0.47, -1.65, 1.15)  0.46
H (-1.39, -0.65, 2.15)  0.35
H (-3.09, -0.34, 0.62)  0.37

---

3.
Formula: C2BrN2O2
Source: the OMol25 dataset
Level of theory: ωB97M-V/def2-TZVPD

Calculated values
Total energy   -79190.1589 eV
Net charge   -1
Frontier orbital gap   6.404 eV
Highest occupied orbital energy   -0.1067 Ha

Each line ends with the Mulliken charge.
Positions of all 7 atoms, in Å:
C (-1.61, 1.24, 0.82)  0.76
C (1.18, -0.94, -0.58)  0.57
N (1.23, -0.99, 0.66)  -0.56
N (0.69, 0.28, -0.59)  -0.57
O (-0.96, 2.07, 1.30)  -0.39
O (-2.42, 0.52, 0.40)  -0.42
Br (1.90, -2.18, -2.02)  -0.38

---

4.
Formula: C43H31F10N6P2ScSe2
Source: the OMol25 dataset
Level of theory: ωB97M-V/def2-TZVPD

Calculated values
Total energy   -251182.2370 eV
Net charge   0
Frontier orbital gap   7.270 eV
Highest occupied orbital energy   -0.2753 Ha

Each line ends with the Mulliken charge.
Positions of all 95 atoms, in Å:
Sc (2.03, 1.32, -0.47)  -1.11
C (1.17, 0.67, 2.65)  -1.27
N (2.25, 1.37, 1.95)  1.59
C (2.28, 2.78, 2.38)  -1.06
C (1.40, 3.63, 1.47)  -0.92
N (1.74, 3.32, 0.09)  0.99
C (1.97, 4.28, -0.82)  0.22
C (1.91, 3.88, -2.18)  0.56
F (1.53, 2.55, -2.35)  -0.26
C (2.17, 4.66, -3.27)  -0.20
F (2.09, 4.16, -4.50)  -0.30
C (2.49, 6.00, -3.07)  0.65
F (2.77, 6.80, -4.10)  -0.31
C (2.55, 6.47, -1.77)  0.14
F (2.87, 7.75, -1.55)  -0.30
C (2.29, 5.65, -0.68)  -0.16
F (2.43, 6.21, 0.54)  -0.33
C (3.53, 0.70, 2.22)  -1.30
C (4.64, 1.17, 1.28)  -0.84
N (4.14, 1.14, -0.09)  0.46
C (5.02, 1.02, -1.10)  0.03
C (4.51, 0.77, -2.39)  0.21
F (3.13, 0.68, -2.45)  -0.17
C (5.24, 0.61, -3.53)  -0.21
F (4.63, 0.37, -4.69)  -0.29
C (6.63, 0.67, -3.46)  0.69
F (7.39, 0.51, -4.55)  -0.32
C (7.20, 0.93, -2.22)  0.09
F (8.53, 1.02, -2.13)  -0.30
C (6.43, 1.10, -1.08)  0.16
F (7.10, 1.40, 0.06)  -0.34
H (1.35, 0.65, 3.74)  0.45
H (0.22, 1.17, 2.47)  0.41
H (1.11, -0.36, 2.31)  -0.09
H (1.94, 2.87, 3.42)  0.34
H (3.30, 3.16, 2.32)  0.34
H (0.34, 3.37, 1.61)  0.20
H (1.52, 4.68, 1.73)  0.64
H (3.84, 0.84, 3.27)  0.34
H (3.38, -0.37, 2.06)  0.36
H (4.98, 2.17, 1.54)  0.38
H (5.48, 0.48, 1.42)  0.56
Se (-4.56, 0.44, -2.40)  -0.32
P (-3.90, -0.25, -0.54)  0.19
C (-4.35, -2.00, -0.32)  -0.52
C (-5.71, -2.29, -0.45)  -0.65
C (-6.16, -3.59, -0.29)  -0.74
C (-5.25, -4.61, 0.00)  -0.67
C (-3.90, -4.32, 0.10)  -0.59
C (-3.45, -3.02, -0.07)  1.00
C (-4.68, 0.55, 0.90)  0.29
C (-5.07, -0.18, 2.02)  0.02
C (-5.74, 0.46, 3.06)  -0.78
C (-6.02, 1.82, 2.97)  -0.42
C (-5.61, 2.54, 1.86)  -0.76
C (-4.95, 1.91, 0.82)  -0.28
C (-2.13, 0.11, -0.31)  0.53
C (-0.82, -0.37, -0.36)  -0.78
N (-0.02, 0.73, -0.35)  1.59
N (-0.80, 1.80, -0.28)  -0.16
N (-2.04, 1.45, -0.24)  -0.95
P (0.06, -1.93, -0.30)  0.36
Se (2.17, -1.54, -0.38)  -0.31
C (-0.27, -2.71, 1.31)  0.73
C (0.41, -3.88, 1.64)  -0.92
C (0.24, -4.45, 2.89)  -0.81
C (-0.59, -3.84, 3.83)  -0.70
C (-1.25, -2.67, 3.51)  -1.04
C (-1.10, -2.10, 2.25)  0.46
C (-0.51, -2.93, -1.70)  0.90
C (-0.82, -4.28, -1.59)  -0.18
C (-1.24, -4.97, -2.71)  -0.69
C (-1.33, -4.33, -3.94)  -0.61
C (-1.02, -2.98, -4.04)  -0.76
C (-0.60, -2.28, -2.93)  -0.30
H (-6.40, -1.50, -0.69)  0.43
H (-7.21, -3.82, -0.38)  0.41
H (-5.60, -5.62, 0.13)  0.40
H (-3.19, -5.11, 0.30)  0.48
H (-2.41, -2.79, 0.00)  -0.13
H (-4.86, -1.24, 2.09)  0.36
H (-6.06, -0.11, 3.92)  0.41
H (-6.56, 2.31, 3.77)  0.40
H (-5.83, 3.60, 1.80)  0.40
H (-4.65, 2.45, -0.06)  0.44
H (1.09, -4.32, 0.92)  0.50
H (0.76, -5.36, 3.14)  0.44
H (-0.71, -4.28, 4.81)  0.41
H (-1.89, -2.19, 4.24)  0.54
H (-1.62, -1.18, 2.01)  0.55
H (-0.74, -4.78, -0.63)  0.45
H (-1.50, -6.02, -2.63)  0.43
H (-1.66, -4.87, -4.81)  0.40
H (-1.10, -2.47, -4.99)  0.45
H (-0.36, -1.22, -3.00)  0.39

---

> The lowest total energy belongs to which entry?

C43H31F10N6P2ScSe2